1.
C6H14N2O | wB97M-V/def2-TZVPD

Structure (XYZ):
```
23
C6H14N2O, DFT wB97M-V/def2-TZVPD
C -1.19 -0.61 -1.02
C -0.98 -1.07 0.42
C 0.09 -0.39 -1.84
C -0.26 -0.18 1.42
C -1.04 0.88 2.05
C 1.18 -0.11 1.52
N 0.64 0.87 -1.51
N 1.80 0.79 -0.80
O -0.38 -0.35 -3.23
H -1.88 -1.41 -1.39
H -1.61 0.47 -0.90
H -2.02 -1.35 0.88
H -0.36 -2.09 0.28
H 0.69 -1.29 -1.61
H -0.78 1.11 3.01
H -2.10 0.80 2.16
H -0.96 1.95 1.50
H 1.67 0.72 0.94
H 1.59 -1.08 1.06
H 1.43 0.07 2.48
H 2.16 1.74 -0.81
H 2.40 -0.04 -1.10
H -0.07 0.56 -3.50
```

Calculated values
HOMO level (alpha / beta) (eV): -6.9 / -8.0
Kohn-Sham gap (alpha / beta) (eV): 7.09 / 8.74
Energy relative to the best compared isomer or geometry (same formula, charge and spin) (eV): 6.5681


2.
C20H25ClN2O2S2 | wB97M-V/def2-TZVPD

Structure (XYZ):
```
52
C20H25ClN2O2S2, DFT wB97M-V/def2-TZVPD
O -2.39 -1.15 3.30
C -2.14 -0.61 2.25
N -0.85 -0.53 1.80
C -0.32 0.36 0.86
N 0.79 -0.04 0.21
C 1.54 0.95 -0.54
H 0.83 1.55 -1.13
C 2.34 1.89 0.37
H 1.65 2.45 1.00
C 3.18 2.86 -0.46
H 3.90 2.31 -1.06
C 3.93 3.85 0.42
H 3.22 4.46 0.99
O 4.73 4.66 -0.41
H 5.17 5.33 0.12
H 4.56 3.30 1.14
H 2.54 3.42 -1.14
H 2.99 1.30 1.02
H 2.21 0.44 -1.22
C 1.24 -1.42 0.21
C 1.36 -2.00 -1.21
C 1.67 -3.49 -1.11
C 2.97 -3.71 -0.35
C 2.89 -3.10 1.05
C 2.56 -1.61 0.96
H 3.36 -1.09 0.43
H 2.48 -1.18 1.96
H 3.84 -3.23 1.57
H 2.12 -3.61 1.62
H 3.18 -4.78 -0.27
H 3.80 -3.25 -0.90
H 1.76 -3.91 -2.12
H 0.85 -4.00 -0.60
H 0.43 -1.84 -1.75
H 2.16 -1.51 -1.76
H 0.46 -2.01 0.71
S -1.00 1.85 0.66
H -0.19 -1.00 2.41
C -3.19 -0.11 1.34
C -3.35 -0.36 0.01
C -4.55 0.18 -0.54
C -5.02 0.14 -1.85
C -6.22 0.76 -2.15
C -6.94 1.42 -1.16
C -6.49 1.48 0.14
C -5.29 0.85 0.45
S -4.52 0.77 2.01
H -7.05 1.99 0.91
H -7.88 1.90 -1.43
H -6.59 0.73 -3.16
H -4.45 -0.38 -2.61
Cl -2.25 -1.28 -0.93
```

Calculated values
SMILES: O=C(NC(=S)N(CCCCO)C1CCCCC1)c1sc2ccccc2c1Cl
HOMO level (eV): -8.0
Kohn-Sham gap (eV): 8.10


3.
C3HF6NO3 | wB97M-V/def2-TZVPD

Structure (XYZ):
```
14
C3HF6NO3, DFT wB97M-V/def2-TZVPD
C 0.42 0.28 -1.02
C 0.48 -0.61 0.23
C -1.05 0.26 -1.63
N -0.04 0.00 1.50
O 0.06 -0.76 2.60
O -1.02 0.67 1.31
O 0.83 -1.74 0.26
F 1.26 -0.29 -1.93
F 0.97 1.50 -0.74
F 1.27 1.03 2.01
F -1.76 1.06 -0.89
F -1.07 0.60 -2.90
F -1.40 -1.00 -1.54
H 1.06 -0.98 2.73
```

Calculated values
HOMO level (alpha / beta) (eV): -11.8 / -11.8
Kohn-Sham gap (alpha / beta) (eV): 10.24 / 10.24
Energy relative to the best compared isomer or geometry (same formula, charge and spin) (eV): 2.5923


4.
C14H15Cl2NO3 | wB97M-V/def2-TZVPD

Structure (XYZ):
```
35
C14H15Cl2NO3, DFT wB97M-V/def2-TZVPD
C -3.53 -0.75 2.38
H -3.09 -1.38 3.12
O -2.33 -0.58 1.38
C -2.58 0.03 0.23
C -3.76 0.56 -0.27
C -3.87 1.37 -1.25
C -2.79 1.38 -1.95
C -1.56 0.86 -1.88
C -1.55 0.14 -0.67
N -0.33 -0.63 -0.14
C 0.84 -0.34 -0.60
O 1.12 0.13 -1.73
C 1.89 -1.48 0.18
C 3.10 -1.85 -0.35
O 3.46 -3.02 -0.12
C 3.65 -1.24 -1.40
H 3.09 -1.43 -2.33
H 3.80 -0.21 -1.22
H 4.78 -1.56 -1.83
H 1.31 -2.07 0.91
C 2.29 -0.34 1.33
C 2.89 0.99 1.07
C 2.36 2.15 0.72
Cl 3.12 3.48 0.24
Cl 0.68 2.44 0.67
H 4.15 0.88 0.73
H 1.48 -0.25 2.02
H 3.08 -0.73 2.03
H -0.62 -1.11 0.85
H -0.63 0.84 -2.31
H -2.71 2.19 -3.09
H -4.75 1.96 -1.70
H -4.63 0.75 0.53
H -3.88 0.11 2.65
H -4.48 -1.29 1.82
```

Calculated values
HOMO level (eV): -8.9
Kohn-Sham gap (eV): 9.20
Energy relative to the best compared isomer or geometry (same formula, charge and spin) (eV): 10.2262